DFT (ωB97M-V with the def2-TZVPD basis set) results for a single C11H17NO4 molecule in a non-equilibrium geometry.

Each line ends with the Löwdin charge.
Geometry (Å):
1 C 2.3648 1.7727 1.6049  0.040
2 C 2.2907 1.7429 0.2675  -0.100
3 C 2.4098 0.5046 -0.5412  -0.255
4 O 1.6528 0.4927 -1.7646  0.083
5 C 1.6371 -0.7947 -2.2051  -0.558
6 O 1.3269 -1.1372 -3.2976  0.183
7 O 2.0499 -1.6084 -1.2015  0.067
8 C 2.0084 -0.8549 0.0270  -0.209
9 C 0.6007 -0.8331 0.6513  -0.127
10 C -0.2909 -1.9899 0.2082  -0.168
11 C -1.7313 -1.9389 0.7616  -0.179
12 C -2.3977 -0.5669 0.8261  -0.222
13 N -2.8354 -0.1173 -0.4991  0.037
14 C -2.0673 0.8899 -1.1591  -0.492
15 C -1.5905 2.1126 -0.4059  -0.008
16 O -1.8405 0.7942 -2.3402  0.105
17 H 2.7875 2.6203 2.1302  0.061
18 H 1.9894 0.9620 2.2195  0.057
19 H 2.1182 2.6645 -0.2839  0.119
20 H 3.4597 0.4538 -0.8576  0.170
21 H 2.7562 -1.3203 0.6636  0.163
22 H 0.6981 -0.8443 1.7364  0.125
23 H 0.1389 0.0937 0.3152  0.084
24 H -0.3245 -2.1002 -0.8737  0.117
25 H 0.1545 -2.9166 0.5817  0.119
26 H -1.7531 -2.4258 1.7394  0.107
27 H -2.3446 -2.5544 0.1019  0.112
28 H -1.7747 0.1560 1.3549  0.097
29 H -3.2888 -0.6877 1.4465  0.116
30 H -3.8187 0.1096 -0.5147  0.125
31 H -0.9793 1.8901 0.4679  0.056
32 H -0.9830 2.6995 -1.0903  0.085
33 H -2.4233 2.7314 -0.0693  0.088

Atoms 1-6, force components in eV/Å:
-0.12 -0.08 -0.36
-0.72 0.24 0.47
-0.16 -0.44 0.02
-0.09 0.25 -0.08
0.00 0.18 -0.13
0.08 -0.04 0.24

## Properties
E_tot   -21361.4942 eV
Strongest force on any atom   0.022 Eh/bohr
ΔE to the lowest compared entry with this formula, charge and spin   0.0 kJ/mol
LUMO level   0.60 eV
Frontier orbital gap   10.161 eV
SMILES   C=C[C@@H]1OC(=O)O[C@@H]1CCCCNC(C)=O

DFT (ωB97M-V with the def2-TZVPD basis set) results for 2 unconnected molecules or ions with the total composition C11H18 in a non-equilibrium geometry.

Each line ends with the Löwdin charge.
Geometry (Å):
1 C -1.2282 -2.4413 -0.7310  -0.070
2 C -0.0953 -1.5529 -1.1977  -0.299
3 C 0.7773 -1.2733 -0.1390  -0.090
4 C 1.8468 -0.4413 -0.3046  -0.101
5 C 2.0204 0.2516 -1.5037  -0.076
6 C 1.1180 0.0022 -2.5019  -0.077
7 C 0.0498 -0.9196 -2.4121  -0.021
8 H -2.1758 -2.0630 -0.2024  0.091
9 H -0.7084 -3.2643 -0.1720  0.089
10 H -1.6745 -2.9158 -1.6223  0.069
11 H 0.6743 -1.7179 0.8856  0.137
12 H 2.6271 -0.3718 0.3341  0.075
13 H 2.8112 0.9169 -1.5803  0.085
14 H 1.3875 0.5931 -3.3056  0.076
15 H -0.6651 -1.2004 -3.1859  0.114
16 C -0.1729 2.7187 1.6886  -0.115
17 C -0.5327 1.2222 1.6870  -0.503
18 C -0.8218 0.7975 3.0668  -0.118
19 C -1.7735 0.8980 0.7987  -0.103
20 H 0.6826 2.8443 2.3968  0.077
21 H -0.9515 3.4860 2.1224  0.106
22 H 0.0801 3.1456 0.6907  0.076
23 H 0.2590 0.8241 0.9554  0.107
24 H -1.8686 0.3638 3.1452  0.079
25 H -0.4647 -0.2563 3.5007  0.117
26 H -0.7726 1.6202 3.7638  0.060
27 H -2.6598 1.5421 1.0629  0.091
28 H -1.4517 0.9961 -0.2413  0.064
29 H -2.2563 -0.1142 0.7464  0.060

Atoms 1-6, force components in eV/Å:
-0.89 -1.60 -1.12
-1.08 0.57 2.45
0.67 -0.44 0.97
-0.84 0.14 -2.53
-1.93 -2.10 1.48
-0.37 -0.43 0.12

## Properties
E_tot   -11696.6411 eV
Strongest force on any atom   0.099 Eh/bohr
ΔE to the lowest compared entry with this formula, charge and spin   254.6 kJ/mol
LUMO level   0.93 eV
Frontier orbital gap   10.097 eV
SMILES   Cc1ccccc1.CC(C)C

DFT (ωB97M-V with the def2-TZVPD basis set) results for 2 unconnected molecules or ions with the total composition C11H18 in a non-equilibrium geometry.

Each line ends with the Löwdin charge.
Geometry (Å):
1 C -1.3343 0.2478 2.7296  -0.058
2 C -1.9037 0.4231 1.3534  -0.282
3 C -2.9699 -0.3758 0.9404  -0.058
4 C -3.3606 -0.3836 -0.3812  -0.090
5 C -2.7869 0.4942 -1.2949  -0.098
6 C -1.7058 1.2591 -0.9141  -0.093
7 C -1.2937 1.2403 0.4120  -0.071
8 H -2.0992 0.1807 3.5139  0.080
9 H -0.6925 1.0827 3.0268  0.076
10 H -0.7271 -0.6522 2.8020  0.076
11 H -3.4651 -0.9921 1.6813  0.111
12 H -4.1132 -1.0966 -0.6954  0.101
13 H -3.0685 0.4929 -2.3422  0.101
14 H -1.2143 1.9301 -1.6070  0.105
15 H -0.3673 1.7130 0.7186  0.102
16 C 3.2081 0.7256 -0.7851  -0.072
17 C 1.9238 -0.1368 -0.6583  -0.478
18 C 1.4897 -0.8722 -1.9073  -0.092
19 C 2.1086 -1.1327 0.4805  -0.103
20 H 3.4621 0.9579 -1.8170  0.068
21 H 4.0549 0.1790 -0.3698  0.066
22 H 3.1002 1.6614 -0.2455  0.068
23 H 1.1933 0.6022 -0.3248  0.085
24 H 2.2535 -1.5546 -2.3142  0.083
25 H 0.6569 -1.5389 -1.6798  0.071
26 H 1.2409 -0.2281 -2.7562  0.074
27 H 3.0324 -1.7006 0.3775  0.074
28 H 2.0803 -0.6549 1.4705  0.077
29 H 1.2974 -1.8710 0.5863  0.074

Atoms 1-6, force components in eV/Å:
0.01 0.51 0.67
-0.07 -0.30 -0.15
0.23 0.20 0.27
-0.48 0.02 -0.16
0.36 -0.55 -0.50
-0.17 0.69 0.52

## Properties
E_tot   -11698.8569 eV
Strongest force on any atom   0.023 Eh/bohr
ΔE to the lowest compared entry with this formula, charge and spin   40.8 kJ/mol
LUMO level   0.91 eV
Frontier orbital gap   9.986 eV
SMILES   Cc1ccccc1.CC(C)C

DFT (ωB97M-V with the def2-TZVPD basis set) results for a molecular structure, C11H18 in a non-equilibrium geometry.

Each line ends with the Löwdin charge.
Geometry (Å):
1 C -2.3067 -1.1599 -0.2412  -0.107
2 C -1.8376 0.0920 -0.2124  -0.166
3 C -2.5907 1.2668 -0.0908  -0.069
4 C -4.0237 1.1433 0.0833  -0.092
5 C -4.5302 -0.1571 0.1429  -0.129
6 C -3.7079 -1.2927 -0.0901  -0.095
7 C 2.2070 0.0328 -0.0010  -0.809
8 C 3.0559 0.3079 1.2102  -0.125
9 C 1.6106 1.3448 -0.6189  -0.067
10 C 1.1187 -0.8456 0.5385  -0.148
11 C 3.1669 -0.7165 -0.9962  -0.118
12 H -1.5489 -1.9789 -0.3304  0.114
13 H -0.6793 0.2881 -0.1975  0.047
14 H -2.1386 2.2299 -0.1266  0.083
15 H -4.7095 2.0936 0.0139  0.130
16 H -5.5440 -0.5588 0.5770  0.131
17 H -4.1957 -2.2780 -0.0098  0.098
18 H 3.7107 1.4588 1.2593  0.142
19 H 2.2761 0.0137 2.4015  0.160
20 H 3.8843 -0.7861 0.8861  0.163
21 H 0.7645 1.0691 -1.3401  0.088
22 H 0.9376 1.6718 0.2410  0.092
23 H 2.3500 1.9604 -1.1015  0.070
24 H 0.7104 -1.2646 -0.4727  0.108
25 H 0.2889 -0.0431 1.0245  0.109
26 H 1.4736 -1.4668 1.6429  0.149
27 H 3.4055 -1.6706 -0.8882  0.003
28 H 2.7185 -0.7086 -2.1005  0.114
29 H 4.1335 -0.0458 -1.2033  0.124

Atoms 1-6, force components in eV/Å:
-1.28 -2.04 -0.09
3.77 3.89 0.21
-2.99 -1.51 0.05
0.67 1.48 -0.83
-0.97 -2.40 0.95
0.32 0.14 0.62

## Properties
E_tot   -11691.8285 eV
Strongest force on any atom   0.161 Eh/bohr
ΔE to the lowest compared entry with this formula, charge and spin   719.0 kJ/mol
LUMO level   0.69 eV
Frontier orbital gap   9.867 eV